Below is a molecular structure, C25H25N3O5S3Ta, with properties calculated with the ωB97M-V functional and the def2-TZVPD basis.

XYZ file:
```
62
Properties=species:S:1:pos:R:3
Ta 0.071 -0.113 -0.433
O 0.722 -2.259 -0.625
C 1.160 -2.965 0.561
C 0.158 -2.656 1.645
N 0.004 -1.192 1.822
C -1.316 -0.923 2.412
C -2.342 -0.880 1.293
O -3.513 -1.047 1.457
O -1.785 -0.656 0.101
C 1.123 -0.643 2.598
C 2.282 -0.362 1.656
O 3.428 -0.359 1.990
O 1.862 -0.123 0.411
H 0.079 -2.794 -1.113
H 2.169 -2.624 0.774
H 1.200 -4.031 0.344
H 0.437 -3.129 2.591
H -0.813 -3.058 1.347
H -1.311 0.059 2.884
H -1.597 -1.665 3.159
H 1.445 -1.304 3.403
H 0.823 0.308 3.041
S -0.274 1.926 1.050
C -1.233 2.384 -0.304
N -1.137 1.579 -1.332
C -1.844 2.048 -2.441
C -1.865 1.521 -3.729
C -2.636 2.154 -4.685
C -3.374 3.302 -4.383
C -3.333 3.852 -3.116
C -2.555 3.217 -2.156
S -2.248 3.741 -0.520
H -1.267 0.659 -3.984
H -2.657 1.761 -5.693
H -3.967 3.776 -5.152
H -3.877 4.757 -2.883
C -2.828 -3.030 -5.798
C -2.202 -2.400 -4.594
C -0.817 -2.356 -4.431
C -0.275 -1.776 -3.307
N -1.020 -1.250 -2.317
C -2.353 -1.292 -2.466
C -2.964 -1.845 -3.574
H -2.214 -2.883 -6.685
H -3.823 -2.630 -5.984
H -2.926 -4.106 -5.641
H -0.155 -2.762 -5.184
H 0.798 -1.713 -3.186
H -2.940 -0.863 -1.669
H -4.045 -1.828 -3.633
S 1.334 0.822 -2.278
C 2.972 0.117 -2.409
C 3.265 -0.615 -3.559
C 4.528 -1.155 -3.741
C 5.511 -0.962 -2.781
C 5.228 -0.210 -1.650
C 3.965 0.334 -1.462
H 2.514 -0.727 -4.332
H 4.747 -1.716 -4.640
H 6.498 -1.382 -2.921
H 5.993 -0.038 -0.905
H 3.763 0.925 -0.583
```

Its largest force on an atom is 0.21 eV/A. As for the charge: +1. The relative energy (zero: lowest compared OMol25 entry of this formula, charge and spin) is 0.000 eV. As for the molar mass: 724.6 u. As for the total energy: -75096.137 eV. As for the HOMO energy: -11.05 eV. The value obtained for the orbital gap is 0.271 hartree.

Here are the Mulliken charges for atoms 1 to 2, given in e: 2.435 -0.406